{
  "formula": "C24H48BrN13O24",
  "method": "ωB97M-V/def2-TZVPD",
  "gap_ha": 0.242,
  "multiplicity": 1,
  "smiles": "NCCCCCN1C(=O)c2ccc(Br)cc2C1=O.C[N+](=O)[O-].C[N+](=O)[O-].C[N+](=O)[O-].C[N+](=O)[O-].C[N+](=O)[O-].C[N+](=O)[O-].C[N+](=O)[O-].C[N+](=O)[O-].C[N+](=O)[O-].C[N+](=O)[O-].C[N+](=O)[O-]",
  "energy_ha": -6033.371775,
  "e_homo_ev": -8.76,
  "lumo_energy_ev": -2.16,
  "total_charge": 0,
  "species": ["N", "C", "C", "C", "C", "C", "N", "C", "O", "C", "C", "C", "C", "Br", "C", "C", "C", "O", "H", "H", "H", "H", "H", "H", "H", "H", "H", "H", "H", "H", "H", "H", "H", "C", "N", "O", "O", "H", "H", "H", "C", "N", "O", "O", "H", "H", "H", "C", "N", "O", "O", "H", "H", "H", "C", "N", "O", "O", "H", "H", "H", "C", "N", "O", "O", "H", "H", "H", "C", "N", "O", "O", "H", "H", "H", "C", "N", "O", "O", "H", "H", "H", "C", "N", "O", "O", "H", "H", "H", "C", "N", "O", "O", "H", "H", "H", "C", "N", "O", "O", "H", "H", "H", "C", "N", "O", "O", "H", "H", "H"],
  "coordinates": [[2.26230, -2.78176, 0.61275], [2.02985, -1.32100, 0.28498], [1.46224, -1.12146, -1.25161], [1.72117, 0.43841, -1.78723], [0.26405, 1.10789, -2.23930], [-0.38387, 1.89725, -0.95681], [-1.88370, 1.76502, -0.81109], [-2.34580, 1.05029, 0.46116], [-2.00671, 1.33415, 1.72596], [-3.34812, -0.12245, -0.09690], [-4.04787, -1.41975, 0.62132], [-5.02665, -2.35739, -0.35607], [-5.29038, -1.96151, -1.95044], [-6.45960, -3.10010, -3.12287], [-4.59412, -0.61995, -2.66024], [-3.60105, 0.26363, -1.68995], [-2.71452, 1.62969, -2.06794], [-2.75351, 2.38157, -3.17121], [1.47633, -3.33542, 0.20497], [3.15270, -3.07050, 0.12163], [3.00605, -0.65478, 0.36557], [1.23443, -0.89368, 1.05298], [1.94438, -1.92852, -1.97511], [0.29467, -1.34010, -1.19345], [2.45263, 0.35300, -2.70750], [2.25825, 1.02904, -0.93069], [-0.37815, 0.22403, -2.65880], [0.51586, 1.88803, -3.08151], [0.09001, 1.48108, 0.04548], [-0.11374, 3.03783, -1.06130], [-3.84142, -1.64753, 1.75260], [-5.52971, -3.31443, 0.11132], [-4.78384, -0.30919, -3.78484], [1.11079, -7.14058, 1.56263], [0.49479, -5.78899, 1.47735], [0.10967, -5.27467, 2.53376], [0.41517, -5.28249, 0.35204], [1.11541, -7.46150, 2.60650], [0.50706, -7.81696, 0.95405], [2.12993, -7.06307, 1.17849], [5.27240, -6.24999, -1.54537], [4.74580, -5.36921, -0.46813], [5.02422, -4.16628, -0.53367], [4.06777, -5.91047, 0.41307], [5.84752, -5.64336, -2.24815], [5.90892, -7.00202, -1.07457], [4.41618, -6.70944, -2.04337], [-5.34952, 4.12674, -2.77151], [-6.28194, 5.24156, -3.08977], [-6.28428, 5.66333, -4.25208], [-6.98522, 5.66191, -2.16354], [-4.79680, 3.85968, -3.67476], [-4.66922, 4.47809, -1.99300], [-5.95020, 3.28390, -2.42362], [3.50020, -5.11469, 4.55228], [3.07791, -6.39375, 5.18411], [2.84314, -7.34644, 4.43170], [2.99391, -6.40519, 6.41781], [3.53088, -5.24904, 3.46891], [2.76623, -4.35387, 4.82575], [4.49121, -4.86782, 4.93849], [-6.58401, 7.89414, -6.20405], [-6.58741, 8.95265, -7.24955], [-6.75924, 8.59205, -8.41972], [-6.41734, 10.11587, -6.86589], [-6.74356, 6.92515, -6.68183], [-5.61170, 7.92393, -5.70800], [-7.39328, 8.11785, -5.50601], [4.23689, -4.92613, 9.24317], [4.62057, -3.84138, 8.29997], [3.90509, -3.67693, 7.30503], [5.62945, -3.18557, 8.58506], [3.33590, -5.41712, 8.86925], [5.06903, -5.63158, 9.29029], [4.05013, -4.46635, 10.21576], [-0.11999, 2.69705, 3.70346], [1.30635, 2.95934, 4.03553], [1.73520, 4.10047, 3.82866], [1.95533, 2.01203, 4.49446], [-0.56579, 3.61368, 3.31140], [-0.14324, 1.90507, 2.95208], [-0.62081, 2.38730, 4.62295], [7.59214, -4.47206, 3.52688], [7.16985, -5.75112, 4.15871], [6.93508, -6.70381, 3.40629], [7.08585, -5.76256, 5.39241], [7.62282, -4.60641, 2.44351], [6.85817, -3.71124, 3.80035], [8.58316, -4.22518, 3.91308], [-4.62820, 2.60637, 3.50704], [-5.23185, 2.19245, 4.80234], [-5.49783, 3.08625, 5.61428], [-5.42156, 0.98169, 4.96748], [-4.51900, 3.69297, 3.49937], [-3.65360, 2.12041, 3.42735], [-5.30089, 2.28076, 2.71100], [4.15387, -0.27903, -6.04258], [3.36342, -0.19991, -4.78463], [3.00149, -1.26692, -4.27536], [3.12846, 0.93138, -4.34395], [4.28414, -1.32919, -6.31251], [3.59558, 0.25156, -6.81661], [5.12010, 0.19362, -5.85489], [-3.71999, 11.11943, -6.32960], [-2.29365, 11.38172, -5.99754], [-1.86480, 12.52285, -6.20441], [-1.64467, 10.43441, -5.53860], [-4.16579, 12.03606, -6.72167], [-3.74324, 10.32745, -7.08099], [-4.22081, 10.80968, -5.41012]],
  "atomic_forces_ev_per_a": [[0.639, 0.932, -1.171], [-0.433, 0.570, -0.735], [-0.410, 0.396, 0.717], [-0.359, -1.445, -0.129], [1.592, 0.152, 0.138], [1.275, 0.726, 0.059], [-0.397, -0.477, 0.043], [-0.025, -0.198, 2.416], [-1.819, -1.657, -8.195], [-1.899, -1.179, -2.078], [-0.495, 1.610, -4.707], [1.693, 3.046, -1.348], [2.640, 2.584, 2.323], [1.448, 1.361, 1.581], [1.086, -0.618, 4.453], [-1.911, -2.505, 0.980], [-0.856, 0.420, -1.806], [0.651, -4.709, 7.178], [0.933, 0.603, 0.466], [-1.477, 0.293, 0.712], [-1.843, -1.698, 0.112], [1.632, -0.744, -1.583], [-0.918, 1.813, 1.543], [2.346, 0.382, -0.297], [-2.004, 0.503, 2.531], [-1.172, -0.851, -1.595], [0.955, 1.875, 0.832], [-0.879, -1.555, 1.543], [-1.063, 0.915, -2.104], [-0.433, -2.289, 0.334], [-0.540, 0.385, -2.555], [1.111, 2.198, -1.235], [0.409, -0.883, 2.683], [0.065, -0.283, 0.265], [-0.397, 0.872, 0.340], [0.486, -0.522, -1.768], [-0.053, -0.526, 1.466], [-0.006, 0.214, -0.261], [0.143, 0.205, -0.026], [-0.245, 0.006, -0.020], [0.199, 0.001, -0.288], [-0.391, 0.596, 0.760], [-0.465, -1.631, 0.303], [0.990, 0.987, -1.205], [-0.191, -0.055, 0.267], [-0.245, 0.069, -0.033], [0.142, 0.002, 0.209], [0.261, -0.190, -0.266], [-0.721, 0.727, 0.059], [-0.193, -0.336, 1.539], [0.983, -0.473, -1.589], [-0.177, 0.147, 0.247], [-0.209, -0.087, -0.080], [0.087, 0.211, 0.065], [0.041, 0.149, -0.394], [-0.214, -0.753, 0.521], [0.207, 1.067, 1.232], [0.033, -0.364, -1.886], [-0.080, -0.085, 0.259], [0.242, -0.126, 0.078], [-0.283, 0.012, 0.147], [-0.067, -0.320, 0.010], [-0.109, 0.406, -0.931], [0.300, 0.850, 1.644], [-0.245, -1.413, -0.707], [0.053, 0.343, 0.061], [-0.251, 0.079, -0.005], [0.270, 0.026, -0.056], [-0.312, -0.265, 0.047], [0.233, 0.782, -0.722], [1.215, 0.085, 1.359], [-1.469, -0.867, -0.579], [0.273, 0.195, -0.047], [-0.096, 0.229, 0.052], [0.199, -0.056, -0.166], [-0.153, 0.096, -0.137], [1.023, 0.239, 0.320], [-0.352, -1.622, 0.339], [-0.813, 1.488, -0.681], [0.234, -0.201, 0.092], [-0.013, 0.122, 0.302], [0.157, -0.094, -0.177], [0.065, 0.145, -0.304], [-0.271, -1.001, 0.376], [0.251, 1.205, 1.228], [0.011, -0.130, -1.777], [-0.060, -0.078, 0.312], [0.203, -0.110, 0.080], [-0.261, 0.009, 0.063], [0.148, 0.269, -0.121], [-0.500, -0.174, 1.016], [0.312, -1.450, -1.009], [0.218, 1.748, -0.113], [-0.098, -0.280, 0.121], [-0.251, -0.058, -0.088], [0.185, -0.086, 0.155], [0.154, -0.227, -0.230], [-0.456, -0.132, 0.666], [0.425, 1.609, -0.626], [0.528, -1.507, -1.162], [-0.110, 0.252, 0.185], [0.152, 0.031, 0.212], [-0.251, 0.050, -0.047], [-0.223, 0.167, -0.094], [1.020, 0.347, 0.186], [-0.367, -1.701, 0.388], [-0.757, 1.407, -0.623], [0.203, -0.240, 0.116], [0.026, 0.099, 0.251], [0.143, -0.055, -0.229]],
  "mulliken_charge": [-0.2944, -0.5268, -0.1205, -0.3286, -0.5045, -0.3882, 0.3215, 0.2032, -0.5433, 0.3326, -0.3359, -0.3015, -0.0430, -0.1436, -0.3783, 0.2459, 0.2081, -0.6015, 0.1865, 0.1319, 0.3910, -0.0158, 0.2081, 0.1568, -0.1219, 0.4473, 0.2971, 0.3199, 0.0157, 0.1770, 0.3732, 0.3359, 0.3878, -0.5906, 0.9734, -0.5285, -0.6023, 0.2529, 0.2956, 0.2003, -0.7986, 0.7411, -0.5268, -0.3914, 0.2972, 0.3105, 0.3146, -0.7974, 0.8518, -0.5070, -0.5226, 0.3489, 0.3145, 0.2940, -0.3652, 0.9688, -0.5692, -0.5388, 0.1100, 0.2843, 0.0834, -0.7755, 0.8714, -0.5112, -0.5110, 0.3312, 0.2888, 0.3169, -0.6936, 0.8226, -0.4530, -0.5187, 0.2762, 0.2786, 0.2906, -0.5624, 0.8835, -0.5287, -0.5145, 0.3100, 0.1256, 0.2966, -0.7203, 0.8410, -0.5057, -0.4773, 0.2855, 0.2854, 0.3044, -0.5476, 0.8618, -0.5203, -0.5208, 0.3187, 0.1490, 0.2554, -0.7963, 0.8759, -0.4731, -0.5466, 0.3160, 0.3021, 0.3002, -0.6658, 0.8329, -0.5078, -0.5186, 0.3272, 0.2566, 0.2699]
}



{
  "formula": "C24H48Cl10NO7S2",
  "method": "ωB97M-V/def2-TZVPD",
  "gap_ha": 0.291,
  "multiplicity": 1,
  "energy_ha": -6922.948879,
  "e_homo_ev": -5.99,
  "lumo_energy_ev": 1.93,
  "total_charge": -1,
  "species": ["C", "O", "C", "C", "C", "C", "C", "C", "C", "C", "S", "O", "O", "N", "S", "O", "O", "C", "C", "C", "O", "C", "C", "O", "H", "H", "H", "H", "H", "H", "H", "H", "H", "H", "H", "H", "H", "H", "H", "H", "H", "H", "H", "H", "H", "H", "H", "H", "H", "H", "H", "H", "Cl", "C", "C", "Cl", "H", "H", "H", "H", "Cl", "C", "C", "Cl", "H", "H", "H", "H", "Cl", "C", "C", "Cl", "H", "H", "H", "H", "Cl", "C", "C", "Cl", "H", "H", "H", "H", "Cl", "C", "C", "Cl", "H", "H", "H", "H"],
  "coordinates": [[6.43880, -1.03627, 2.29536], [7.05035, -1.18541, 1.00627], [6.40048, -0.38457, -0.00831], [4.91351, -0.91536, -0.25475], [3.76117, 0.18729, -0.13430], [3.87109, 1.15793, 1.12665], [2.78209, 0.85746, 2.27352], [2.67645, 2.08263, 3.32669], [2.27043, 3.46895, 2.64597], [0.91068, 3.35854, 1.82458], [1.07224, 3.69547, 0.01596], [-0.10469, 4.52174, -0.48092], [2.30271, 4.56006, -0.22790], [1.32511, 2.25649, -0.86027], [-0.02216, 1.22195, -0.80028], [0.27006, -0.06839, -0.03442], [-1.25588, 1.81533, -0.16015], [-0.33702, 0.65918, -2.56463], [-1.90506, 0.56657, -2.84173], [-2.49528, -0.90360, -2.58987], [-2.17994, -1.42697, -1.27732], [-3.00305, -0.86608, -0.29608], [-2.58224, -1.05336, 1.23333], [-4.06890, -0.25908, -0.51825], [5.40354, -1.51283, 2.37910], [6.39968, 0.02967, 2.68217], [7.09682, -1.61659, 3.03588], [6.42778, 0.73905, 0.23206], [7.03744, -0.49120, -0.95566], [4.88396, -1.28821, -1.34167], [4.64106, -1.82691, 0.37552], [2.77151, -0.39077, -0.06268], [3.65839, 0.80891, -1.09164], [4.87854, 1.16671, 1.64362], [3.71429, 2.22277, 0.72856], [3.23021, -0.00656, 2.88792], [1.77230, 0.54509, 1.86830], [3.64361, 2.13956, 3.94196], [1.85939, 1.83428, 4.09610], [3.16466, 3.81459, 2.03476], [2.15088, 4.24951, 3.48137], [0.15321, 4.06985, 2.29004], [0.50891, 2.29840, 1.92899], [0.18815, -0.34674, -2.72406], [0.19571, 1.41217, -3.22437], [-2.03875, 0.76247, -3.96647], [-2.50490, 1.37880, -2.32188], [-3.59982, -0.98417, -2.86311], [-1.95048, -1.57537, -3.34291], [-1.91325, -0.20846, 1.59380], [-3.49160, -1.12979, 1.91755], [-2.01252, -2.04325, 1.34403], [-7.93604, 1.20165, -2.35020], [-6.62926, 1.70043, -1.24344], [-6.18769, 3.12871, -1.48545], [-5.35015, 3.31974, -3.04623], [-5.80162, 0.99954, -1.35823], [-7.01911, 1.60176, -0.22908], [-5.48321, 3.43406, -0.71030], [-7.03278, 3.81840, -1.47003], [-3.98681, -6.66096, -2.90956], [-2.69457, -6.15265, -1.79182], [-2.25194, -4.72561, -2.03636], [-1.39626, -4.54397, -3.58918], [-1.86281, -6.85101, -1.89383], [-3.09598, -6.24650, -0.78112], [-1.55696, -4.41454, -1.25475], [-3.09707, -4.03625, -2.03454], [-0.05746, -6.17166, 1.80396], [1.22823, -7.26159, 1.22967], [1.24914, -7.37516, -0.28005], [-0.18091, -8.23268, -0.90841], [1.08496, -8.23400, 1.70279], [2.17486, -6.84801, 1.58169], [2.12386, -7.94494, -0.59707], [1.29041, -6.39417, -0.75532], [-3.30564, -1.23567, -5.97193], [-4.22621, 0.26382, -6.24291], [-5.52795, 0.27966, -5.47153], [-6.69877, -0.90955, -6.09654], [-4.39162, 0.37227, -7.31569], [-3.59220, 1.08867, -5.91214], [-5.99796, 1.26024, -5.55831], [-5.36751, 0.07115, -4.41294], [1.30133, 6.26216, 4.68321], [1.48402, 6.03493, 6.44018], [2.82505, 5.43301, 6.80199], [2.96423, 3.74709, 6.25508], [0.65784, 5.41368, 6.78875], [1.38577, 7.02019, 6.89978], [2.94934, 5.42741, 7.88622], [3.64986, 5.99894, 6.36714]],
  "atomic_forces_ev_per_a": [[0.381, -0.787, 1.258], [-0.659, 0.996, 0.448], [-0.349, -0.101, -0.587], [-0.312, 0.425, -1.282], [-0.339, -0.491, 0.174], [-1.018, 0.752, -0.065], [1.291, 0.233, 0.771], [-0.770, -0.567, -0.154], [0.935, -0.041, 0.714], [0.144, -0.611, 1.180], [0.239, 4.211, -3.610], [1.879, -2.714, 1.779], [-1.862, -2.928, 1.264], [-2.514, 0.063, 1.318], [-0.362, -1.380, 3.537], [0.254, 2.484, -2.043], [2.072, -0.560, -2.064], [-0.024, 0.210, -0.227], [-0.199, -0.240, -0.727], [0.733, 0.300, -2.004], [-1.854, 1.535, 1.158], [-1.707, 1.007, 1.331], [0.599, -1.176, -0.409], [2.864, -1.604, -0.272], [1.179, 0.799, -0.360], [0.006, -1.050, -0.729], [-0.818, 0.786, -1.136], [-0.154, -1.583, -0.005], [-0.894, -0.090, 1.398], [-0.024, 0.379, 1.523], [0.720, 1.305, -0.598], [1.314, 0.958, -0.107], [0.400, -0.855, 1.410], [-1.044, -0.144, -0.777], [0.165, -1.495, 0.607], [-0.938, 0.895, -0.869], [1.256, 0.436, 0.286], [-1.209, 0.202, -1.094], [1.049, 0.168, -1.027], [-1.453, -0.287, 0.402], [0.118, -1.308, -1.412], [0.870, -0.799, -1.137], [0.332, 1.403, -0.315], [-0.810, 1.402, 0.571], [-0.893, -0.733, 0.816], [0.131, -0.389, 1.496], [0.968, -1.070, -0.327], [1.395, 0.272, 0.748], [-0.703, 0.712, 1.345], [-0.805, -1.021, -0.863], [0.988, 0.303, -1.332], [-0.574, 1.502, -0.175], [-0.072, -0.020, -0.130], [0.314, 0.056, 0.180], [-0.130, -0.053, 0.289], [-0.001, -0.002, -0.112], [-0.082, 0.103, -0.012], [0.021, 0.073, -0.088], [0.021, -0.138, -0.077], [0.063, -0.105, -0.116], [-0.062, -0.033, -0.081], [0.204, 0.097, 0.103], [-0.146, -0.019, 0.274], [0.014, -0.016, -0.071], [-0.325, 0.284, -0.128], [0.028, 0.084, -0.073], [-0.043, -0.048, -0.048], [0.098, -0.076, -0.076], [-0.051, -0.024, -0.020], [0.164, -0.090, -0.024], [0.240, 0.124, 0.057], [0.203, -0.236, 0.122], [-0.081, 0.103, -0.102], [-0.071, 0.022, -0.111], [-0.073, 0.003, 0.082], [-0.099, -0.086, 0.085], [0.017, -0.093, -0.090], [-0.083, 0.231, -0.025], [0.113, 0.219, 0.098], [-0.004, -0.069, -0.024], [-0.033, -0.116, 0.120], [-0.097, -0.057, 0.073], [0.069, -0.062, 0.006], [-0.023, -0.021, -0.123], [-0.081, 0.153, 0.149], [-0.026, 0.095, 0.149], [0.005, 0.138, 0.139], [0.020, 0.010, 0.026], [0.138, -0.020, -0.097], [0.083, -0.063, -0.032], [-0.093, 0.017, -0.059], [-0.138, -0.074, -0.058]],
  "mulliken_charge": [-0.5340, -0.4304, -0.4654, -0.6755, -0.2494, -0.0517, -0.2975, -0.9688, 0.5275, -0.2946, 1.1818, -0.7163, -0.7373, -0.3494, 0.8653, -0.6725, -0.6540, -1.0411, -0.0083, -0.5313, -0.0921, 0.7834, -0.8016, -0.5712, 0.1975, 0.2511, 0.2676, 0.3192, 0.3143, 0.3575, 0.2924, -0.1641, 0.3318, 0.2079, 0.1712, 0.2657, 0.1059, 0.3396, 0.2960, 0.3447, -0.6843, 0.4215, -0.0717, 0.3465, 0.4230, 0.0426, 0.3173, 0.2246, 0.1653, 0.0407, 0.3417, 0.2079, -0.2040, 0.0678, -0.5341, -0.1824, -0.1315, 0.3403, 0.3146, 0.3868, -0.2189, -0.1089, -0.2515, -0.2311, -0.0707, 0.3670, 0.2122, 0.2794, -0.1668, -0.4098, -0.4487, -0.1944, 0.3194, 0.2880, 0.3245, 0.3102, -0.1487, -0.4594, 0.0438, -0.2103, 0.4085, 0.2690, 0.2904, -0.1418, -0.1592, -0.4449, -0.5224, -0.1447, 0.2996, 0.3262, 0.3529, 0.2944]
}